DFT (the ωB97M-V functional and the def2-TZVPD basis) results for C22H45N2OsP3Se as an isolated structure.

## Properties
- Multiplicity: 5
- HOMO (spin up / spin down): -17.344 / -19.922 eV
- Lowest unoccupied orbital energy (spin up / spin down): -0.454 / -0.615 Eh
- Net charge: +4
- <S²>: 6.0325
- Energy above the lowest of the compared OMol25 structures with the same formula, charge and spin: 0.00 kJ/mol

XYZ file:
```
74
Properties=species:S:1:pos:R:3:mulliken_spin:R:1
Os 0.519 0.575 0.194 1.500
P 1.871 1.311 1.738 0.237
P -0.029 2.718 -0.506 -0.036
P 1.760 0.192 -1.613 0.030
H -0.805 -6.021 0.737 0.049
C 0.284 -5.824 0.823 0.381
C 0.919 -4.661 1.031 0.239
H 0.372 -3.733 1.235 0.262
C 1.089 1.803 3.308 0.041
C 3.057 2.650 1.463 0.017
C 2.887 -0.128 2.168 0.039
C -1.466 3.116 -1.634 0.039
C -0.448 3.925 0.860 0.001
C 1.248 3.744 -1.373 0.014
C 2.052 -1.592 -1.934 0.013
C 3.466 0.880 -1.616 0.062
C 1.128 0.723 -3.271 0.047
H 0.878 -6.754 0.753 0.014
H 2.029 -4.667 1.031 0.024
H 0.988 0.929 3.950 -0.003
H 0.110 2.266 3.171 0.002
H 1.749 2.531 3.778 0.002
H 2.564 3.614 1.319 0.002
H 3.710 2.441 0.614 -0.004
H 3.649 2.692 2.382 0.000
H 2.269 -0.922 2.596 -0.014
H 3.606 0.223 2.913 0.012
H 3.409 -0.515 1.285 0.005
H -1.680 4.196 -1.561 0.005
H -2.380 2.559 -1.372 0.004
H -1.204 2.868 -2.674 -0.001
H -0.913 4.805 0.392 0.000
H 0.461 4.235 1.387 0.001
H -1.159 3.491 1.578 0.000
H 0.843 4.763 -1.462 0.000
H 1.453 3.354 -2.376 -0.001
H 2.177 3.769 -0.793 -0.001
H 2.782 -1.706 -2.749 -0.001
H 1.111 -2.092 -2.201 -0.001
H 2.440 -2.064 -1.025 -0.001
H 4.014 0.441 -2.461 0.007
H 3.979 0.628 -0.681 -0.003
H 3.443 1.971 -1.722 -0.005
H 1.856 0.446 -4.045 0.004
H 0.960 1.802 -3.319 -0.005
H 0.171 0.226 -3.484 -0.008
C -1.892 -2.080 -2.458 0.140
C -1.813 -3.013 -1.407 0.054
C -1.767 -4.384 -1.679 0.024
C -1.789 -4.841 -3.007 0.178
C -1.865 -3.907 -4.062 -0.007
C -1.946 -2.541 -3.793 0.066
Se -2.048 -0.201 -2.222 0.554
H -2.116 -0.415 -0.746 0.004
H -1.788 -2.641 -0.398 0.003
H -1.694 -5.107 -0.868 0.004
H -1.760 -5.906 -3.242 0.001
H -1.875 -4.245 -5.096 0.002
H -2.060 -1.822 -4.613 -0.003
C -4.482 1.845 2.566 0.000
C -3.228 1.090 2.374 0.025
C -2.688 -0.002 3.054 0.005
C -1.462 -0.310 2.417 -0.012
N -1.269 0.557 1.402 -0.025
N -2.330 1.422 1.426 0.004
C -0.512 -1.392 2.709 -0.011
H -5.340 1.157 2.568 0.002
H -4.450 2.394 3.521 0.002
H -4.645 2.573 1.758 0.000
H -3.106 -0.524 3.881 0.001
H -2.480 2.157 0.727 -0.005
H -0.197 -1.378 3.766 0.001
H -0.993 -2.366 2.530 0.005
H 0.378 -1.329 2.059 0.018
```



DFT (the ωB97M-V functional and the def2-TZVPD basis) results for C22H45N6O7P2S3SnTe as an isolated structure.

## Properties
- Multiplicity: 2
- HOMO (spin up / spin down): -0.442 / -2.282 eV
- Lowest unoccupied orbital energy (spin up / spin down): 0.143 / 0.143 Eh
- Net charge: -2
- <S²>: 0.7702
- Energy above the lowest of the compared OMol25 structures with the same formula, charge and spin: 0.00 kJ/mol

XYZ file:
```
87
Properties=species:S:1:pos:R:3:mulliken_spin:R:1
Sn -0.470 -0.341 1.190 0.009
N 1.848 -0.292 -0.067 0.008
C 2.200 -1.177 -1.172 -0.001
C 2.082 -2.634 -0.762 0.001
C 0.679 -3.088 -0.379 -0.003
N 0.247 -2.579 0.919 -0.006
H 2.014 0.674 -0.330 -0.002
H 2.426 -0.494 0.752 0.000
H 3.223 -0.999 -1.535 0.000
H 1.519 -0.972 -2.002 0.001
H 2.772 -2.835 0.067 0.000
H 2.414 -3.243 -1.609 0.000
H 0.655 -4.185 -0.377 -0.004
H -0.034 -2.732 -1.129 0.003
H 0.937 -2.586 1.690 0.002
H -0.586 -3.049 1.254 0.003
O -1.242 -0.571 -0.774 0.004
N -2.572 -0.941 -0.960 0.297
C -3.087 -0.517 -2.180 0.243
C -4.414 -0.259 -2.345 -0.149
C -5.303 -0.386 -1.260 0.394
C -4.755 -0.796 -0.024 -0.075
C -3.418 -1.067 0.141 0.164
S -2.745 -1.634 1.647 0.039
H -2.347 -0.434 -2.962 -0.003
H -4.762 0.040 -3.327 -0.006
H -6.358 -0.172 -1.362 0.054
H -5.387 -0.925 0.845 0.000
C 2.412 -4.793 3.913 0.000
C 3.478 -3.832 3.419 0.000
O 3.574 -2.688 4.252 0.000
P 2.738 -1.292 3.812 0.001
O 1.416 -1.766 3.217 0.001
Te -1.549 7.967 1.991 0.000
O 3.599 -1.005 2.346 0.000
C 4.922 -0.531 2.467 0.000
C 5.501 -0.344 1.078 0.000
H 2.376 -5.681 3.274 0.000
H 1.442 -4.298 3.889 0.000
H 2.618 -5.108 4.938 0.000
H 3.258 -3.536 2.389 0.000
H 4.460 -4.317 3.418 0.000
H 5.528 -1.244 3.040 0.000
H 4.939 0.421 3.014 0.000
H 5.497 -1.291 0.534 0.000
H 6.530 0.021 1.132 0.000
H 4.910 0.377 0.511 0.000
C 2.181 3.400 -5.211 0.000
C 0.765 3.009 -4.835 0.000
O 0.492 3.293 -3.470 0.001
P 0.738 2.067 -2.382 -0.001
O 2.200 2.435 -1.771 -0.002
C 2.441 3.746 -1.209 0.000
C 3.804 4.225 -1.652 0.000
O -0.132 2.664 -1.165 -0.015
C -1.568 2.650 -1.246 0.077
C -2.069 4.024 -1.633 -0.001
H 2.357 3.205 -6.272 0.000
H 2.904 2.829 -4.627 0.000
H 2.348 4.460 -5.016 0.000
H 0.600 1.944 -5.038 0.000
H 0.041 3.575 -5.425 0.000
H 2.384 3.659 -0.123 0.000
H 1.664 4.441 -1.528 0.000
H 4.583 3.527 -1.341 0.000
H 4.000 5.203 -1.210 0.000
H 3.843 4.331 -2.737 0.000
H -1.929 2.358 -0.259 0.003
H -1.893 1.882 -1.951 -0.039
H -1.712 4.768 -0.919 -0.001
H -3.159 4.024 -1.630 0.000
H -1.710 4.303 -2.624 -0.001
S 0.229 6.429 1.293 0.000
C 0.782 7.062 -0.182 0.000
N 1.223 7.438 -1.183 0.000
S -3.098 2.319 2.654 0.000
C -3.686 3.494 1.634 0.006
N -3.461 4.810 1.631 -0.001
C -4.220 5.522 0.613 -0.001
C -5.188 4.430 0.121 0.006
N -4.526 3.221 0.583 -0.007
H -2.929 5.316 2.327 0.000
H -3.563 5.882 -0.179 0.000
H -4.728 6.385 1.040 0.000
H -5.298 4.443 -0.964 0.002
H -6.182 4.541 0.571 0.001
H -4.953 2.308 0.570 -0.004
```



DFT (the ωB97M-V functional and the def2-TZVPD basis) results for C22H45O12V as an isolated structure.

## Properties
- Multiplicity: 4
- HOMO (spin up / spin down): -16.099 / -16.070 eV
- Lowest unoccupied orbital energy (spin up / spin down): -0.472 / -0.469 Eh
- Net charge: +3
- <S²>: 3.8964

XYZ file:
```
80
Properties=species:S:1:pos:R:3:mulliken_spin:R:1
V 3.107 0.144 1.324 1.786
C -0.064 0.416 -0.291 -0.018
O 1.145 0.181 0.404 0.202
H -0.926 0.582 0.354 -0.007
H -0.026 1.134 -1.110 0.014
H -0.247 -0.510 -0.836 0.029
C 1.986 -3.484 -0.975 0.000
O 3.424 -3.510 -0.866 0.002
C 4.086 -2.548 -0.297 0.001
O 3.638 -1.624 0.364 -0.005
O 5.500 -2.764 -0.337 0.002
C 6.103 -3.960 -0.796 0.000
H 1.559 -3.398 0.025 0.000
H 1.544 -4.375 -1.420 0.000
H 1.609 -2.623 -1.527 0.001
H 5.729 -4.179 -1.797 0.000
H 5.885 -4.831 -0.179 0.000
H 7.190 -3.886 -0.762 0.000
C 1.138 3.824 0.883 -0.003
O 1.531 3.908 2.270 0.000
C 2.123 2.903 2.908 -0.004
O 2.749 1.986 2.407 -0.005
O 1.883 2.998 4.234 0.001
C 2.376 2.033 5.188 -0.002
H 2.036 3.614 0.302 0.002
H 0.834 4.847 0.662 0.000
H 0.299 3.156 0.689 0.000
H 3.459 2.042 5.317 0.000
H 2.072 1.059 4.804 0.002
H 1.935 2.157 6.176 0.000
C -4.299 -0.821 1.705 0.001
C -4.421 -0.001 0.439 0.000
O -5.033 1.080 0.414 0.006
C -3.835 -0.640 -0.778 -0.005
H -3.632 -1.667 1.540 0.000
H -5.323 -1.159 1.860 0.000
H -3.875 -0.185 2.482 0.000
H -3.083 -1.412 -0.615 0.004
H -3.466 0.175 -1.401 0.002
H -4.553 -1.053 -1.487 0.001
C -0.791 -2.494 1.628 0.003
C -1.353 -3.831 1.354 0.000
O -1.096 -4.421 0.313 0.000
C -2.313 -4.339 2.368 0.000
H -0.261 -2.270 0.702 -0.001
H -0.219 -2.598 2.550 0.000
H -1.554 -1.728 1.764 0.000
H -3.132 -3.637 2.525 0.000
H -1.933 -4.494 3.378 0.000
H -2.719 -5.301 2.055 0.000
C -1.558 -1.749 -6.008 0.134
C -2.028 -1.354 -4.616 -0.019
O -3.094 -1.818 -4.257 0.773
C -1.151 -0.390 -3.805 0.102
H -1.979 -1.080 -6.759 -0.004
H -1.985 -2.726 -6.230 -0.001
H -0.477 -1.887 -6.033 0.012
H -1.647 -0.092 -2.881 0.002
H -0.647 0.360 -4.415 -0.001
H -0.367 -1.051 -3.434 -0.010
C 0.130 3.669 -3.514 0.000
C 0.880 3.414 -4.828 0.000
O 1.028 2.286 -5.294 0.003
C 1.584 4.556 -5.405 0.001
H -0.742 4.267 -3.780 0.000
H 0.767 4.175 -2.790 0.000
H -0.179 2.756 -3.005 0.001
H 1.295 4.796 -6.427 0.000
H 2.643 4.308 -5.487 0.000
H 1.513 5.408 -4.729 0.000
C -1.288 2.968 4.670 0.000
C -0.975 1.521 4.982 0.000
O -0.823 1.146 6.139 0.000
C -0.947 0.641 3.765 -0.004
H -1.212 3.169 3.602 0.000
H -0.667 3.662 5.236 0.000
H -2.267 3.367 4.933 0.000
H 0.118 0.436 3.662 0.005
H -1.291 1.072 2.825 0.000
H -1.415 -0.323 3.967 0.000
```



DFT (the ωB97M-V functional and the def2-TZVPD basis) results for a 8-piece molecular cluster, C22H46Cl14N2O2P overall.

## Properties
- HOMO: -12.032 eV
- Lowest unoccupied orbital energy: -0.082 Eh
- Net charge: +1
- Energy above the lowest of the compared OMol25 structures with the same formula, charge and spin: 0.00 kJ/mol

XYZ file:
```
87
Properties=species:S:1:pos:R:3:mulliken_charge:R:1
C 1.797 3.178 2.349 -0.860
C 1.744 2.060 1.347 0.814
O 2.581 1.934 0.546 -0.578
O 0.702 1.180 1.309 -0.276
C 0.763 0.328 2.475 0.699
C 1.006 -1.132 2.079 -1.351
C 0.623 -1.446 0.628 -0.567
P 2.002 -1.257 -0.539 0.385
N 3.353 -2.076 0.044 -0.669
N 1.576 -2.015 -1.955 -0.200
C 1.331 -1.293 -2.986 0.249
C 1.790 -1.855 -4.316 -1.011
C 0.606 0.021 -3.025 -0.570
H 2.328 3.996 1.891 0.427
H 0.825 3.533 2.647 0.228
H 2.354 2.821 3.209 -0.028
H 1.612 0.643 3.075 0.311
H -0.148 0.409 3.051 -0.471
H 2.034 -1.416 2.299 0.415
H 0.388 -1.760 2.714 0.432
H 0.321 -2.491 0.554 0.599
H -0.198 -0.835 0.261 0.318
H 2.344 0.102 -0.670 0.246
H 3.774 -2.522 -0.772 0.341
H 4.043 -1.388 0.338 0.341
H 0.959 -2.328 -4.813 0.214
H 2.262 -1.094 -4.929 0.395
H 2.508 -2.644 -4.121 0.325
H -0.322 -0.150 -3.560 0.338
H 1.135 0.788 -3.589 0.390
H 0.344 0.429 -2.049 0.035
Cl 0.019 2.579 4.843 -0.102
C -1.636 3.002 4.322 -0.605
C -2.674 2.062 4.882 -0.467
Cl -2.560 0.424 4.182 -0.188
H -1.654 3.013 3.233 0.262
H -1.828 4.012 4.678 0.518
H -3.669 2.434 4.648 0.351
H -2.586 1.970 5.961 0.310
Cl -0.948 -5.175 -5.841 -0.167
C -2.399 -4.625 -4.967 -0.379
C -2.577 -3.134 -5.055 -0.580
Cl -1.306 -2.270 -4.142 -0.133
H -2.316 -4.956 -3.940 0.070
H -3.251 -5.126 -5.421 0.423
H -3.533 -2.845 -4.623 0.328
H -2.549 -2.784 -6.084 0.361
Cl -2.730 1.741 -3.361 -0.178
C -1.947 3.345 -3.304 -0.541
C -1.550 3.777 -1.917 0.340
Cl -2.957 4.115 -0.879 -0.193
H -2.636 4.055 -3.754 0.426
H -1.060 3.283 -3.932 0.275
H -0.976 4.700 -1.980 0.054
H -0.940 3.025 -1.418 -0.127
Cl 0.830 8.660 1.985 -0.176
C 1.840 8.670 0.518 -0.432
C 1.026 8.470 -0.736 -0.514
Cl 0.351 6.820 -0.833 -0.164
H 2.599 7.899 0.628 0.305
H 2.338 9.638 0.480 0.320
H 1.656 8.609 -1.612 0.297
H 0.199 9.173 -0.796 0.336
Cl -4.824 -5.131 -3.202 -0.164
C -5.178 -6.085 -1.736 -0.490
C -4.542 -5.493 -0.505 -0.511
Cl -2.763 -5.633 -0.532 -0.120
H -4.842 -7.104 -1.910 0.317
H -6.261 -6.097 -1.621 0.354
H -4.887 -6.025 0.379 0.313
H -4.794 -4.442 -0.393 0.327
Cl 1.127 3.826 7.772 -0.170
C 2.638 2.924 8.040 -0.478
C 3.812 3.559 7.341 -0.459
Cl 3.693 3.425 5.565 -0.152
H 2.482 1.900 7.708 0.296
H 2.815 2.912 9.114 0.342
H 4.732 3.056 7.634 0.304
H 3.903 4.613 7.591 0.335
Cl -1.271 -7.185 -3.174 -0.095
C 0.369 -7.846 -2.970 -0.537
C 1.217 -6.983 -2.070 -0.552
Cl 1.612 -5.410 -2.814 -0.093
H 0.812 -7.955 -3.957 0.338
H 0.261 -8.836 -2.532 0.330
H 2.162 -7.483 -1.866 0.345
H 0.720 -6.789 -1.123 0.268
```